No. 1
# C50H50N7O2PSScSe

C50H50N7O2PSScSe as an isolated structure in a non-equilibrium geometry (ωB97M-V/def2-TZVPD, the Open Molecules 2025 dataset).

The geometry in XYZ format:
```
113
C50H50N7O2PSScSe ωB97M-V/def2-TZVPD
Sc -0.26635 0.28088 -0.10052
Se -5.79383 6.09318 0.00267
N -5.90820 4.29368 0.38123
C -4.61120 3.91910 0.34137
C -4.15286 2.55511 0.65617
C -5.06678 1.52446 1.10502
C -4.57230 0.23966 1.38445
C -3.18763 -0.04314 1.26148
N -2.37235 0.94915 0.83746
C -2.77806 2.22530 0.53715
C -1.78846 3.16499 0.05286
N -0.47350 2.70292 -0.10453
C 0.43851 3.64150 -0.47279
C 0.16475 4.92975 -0.79934
C -1.14571 5.42633 -0.61189
C -2.11918 4.54851 -0.18913
C -3.55981 4.86945 -0.11480
N -3.99600 6.09352 -0.36342
H -6.10483 1.68707 1.35852
H -5.25161 -0.56465 1.63606
H -2.58846 -0.93868 1.43753
H 1.47298 3.32208 -0.59587
H 0.89390 5.60819 -1.20367
H -1.42292 6.44758 -0.70775
C -6.93088 0.17733 -3.59337
C -5.58654 -0.31309 -3.36298
C -5.16986 -1.02868 -2.22948
C -3.85170 -1.30457 -1.99022
C -2.87241 -0.88559 -2.89602
C -3.19402 -0.11245 -3.98941
C -4.56310 0.14334 -4.23335
S -1.15436 -0.86806 -2.56412
O -0.47091 -1.38046 -3.72648
O -0.75697 0.54552 -2.26114
N -0.91713 -1.60612 -1.11144
C -1.04320 -3.00474 -1.03922
C -0.77157 -3.89661 -2.07115
C -0.68471 -5.29166 -1.89671
C -0.79754 -5.80580 -0.62471
C -1.16437 -4.95771 0.42452
C -1.33518 -5.54979 1.68859
C -1.58344 -4.70624 2.80369
C -1.60568 -3.32924 2.51790
N -1.51352 -2.77794 1.31814
C -1.27655 -3.55235 0.26041
H -6.94987 0.83376 -4.49524
H -7.40265 0.71149 -2.77122
H -7.63225 -0.65722 -3.76847
H -5.95997 -1.29165 -1.51587
H -3.51240 -1.86352 -1.11155
H -2.43237 0.30668 -4.62530
H -4.81028 0.68687 -5.21177
H -0.60728 -3.51790 -3.06791
H -0.50121 -5.90554 -2.78098
H -0.53287 -6.84724 -0.49053
H -1.34357 -6.63439 1.79664
H -1.82624 -5.02791 3.81781
H -1.91121 -2.63424 3.32962
C 4.96163 -1.65855 -0.80079
C 3.85074 -1.53311 -1.78379
C 2.93931 -2.80163 -1.93346
P 2.77151 -0.02422 -1.58053
C 3.39991 0.98625 -2.98995
C 2.92166 2.42773 -2.98104
C 2.92894 0.34424 -4.36263
C 3.46134 0.85882 -0.12652
C 4.68210 1.60123 -0.23065
C 5.14744 2.43387 0.78164
C 6.58618 2.92522 0.76372
C 4.20854 2.72380 1.82767
C 3.05936 1.98508 1.98653
C 2.63585 0.99587 1.02148
N 1.42771 0.32116 1.23732
C 1.20745 -0.11568 2.60725
C 1.64614 -1.41730 3.00203
C 2.55808 -2.25764 2.18548
C 1.29683 -1.92816 4.25076
C 0.54087 -1.20781 5.17847
C 0.27647 -1.71815 6.55397
C 0.20103 0.13398 4.84720
C 0.52817 0.71286 3.60478
C 0.19060 2.13739 3.43338
H 5.23739 -2.71508 -0.88370
H 4.75822 -1.33045 0.21011
H 5.86303 -1.08795 -1.10981
H 4.40558 -1.38341 -2.72720
H 2.51476 -3.07219 -0.98931
H 3.60849 -3.54759 -2.34240
H 2.07425 -2.59711 -2.63173
H 4.48510 0.93003 -3.12624
H 1.95165 2.53814 -3.49665
H 3.56796 3.15581 -3.50658
H 2.84267 2.86368 -1.97983
H 1.84244 0.12149 -4.33516
H 3.48455 -0.55080 -4.59812
H 2.98491 1.12958 -5.17408
H 5.32040 1.33887 -1.09639
H 6.65114 3.95915 1.01033
H 7.09687 2.66746 -0.17964
H 7.14793 2.35643 1.52835
H 4.43828 3.48588 2.54156
H 2.62748 2.03017 3.02234
H 3.61856 -1.92854 2.22007
H 2.28287 -2.45717 1.18269
H 2.55953 -3.26935 2.61678
H 1.75957 -2.85383 4.51665
H 0.77099 -1.09729 7.31909
H 0.43715 -2.79225 6.75980
H -0.77891 -1.73251 6.80316
H -0.34988 0.67878 5.55890
H 0.57119 2.83007 4.20215
H -0.88220 2.24568 3.44700
H 0.53593 2.52880 2.48864
```

Values from the calculation:
HOMO level: -0.349 Ha
Orbital gap: 5.755 eV
Relative energy (zero: lowest compared OMol25 entry of this formula, charge and spin): 3.9 kcal per mole
Total energy: -173355.1975 eV
Net charge: +1


No. 2
# C50H51N3OP2S3SbSn

C50H51N3OP2S3SbSn as an isolated structure in a non-equilibrium geometry (ωB97M-V/def2-TZVPD, the Open Molecules 2025 dataset).

The geometry in XYZ format:
```
112
C50H51N3OP2S3SbSn ωB97M-V/def2-TZVPD
Sn -18.11254 5.88249 11.46353
C -12.08523 8.06548 12.43269
S -12.98562 8.11647 10.83255
C -14.33108 7.03422 10.95939
S -15.19027 6.73803 9.38567
N -14.68089 6.55798 12.06551
N -15.74721 5.68795 12.21301
C -15.48740 4.79613 13.10053
C -16.52185 3.80121 13.50452
C -16.22924 2.76436 14.35694
C -17.22523 1.87789 14.72131
C -18.49516 2.07028 14.19752
C -18.69217 3.13455 13.29828
N -17.72484 3.93738 12.94648
H -11.47763 8.96800 12.38773
H -11.42058 7.22621 12.43828
H -12.73256 8.09650 13.30843
H -14.50012 4.70540 13.54338
H -15.25112 2.63004 14.79709
H -17.00554 1.02443 15.34226
H -19.27131 1.38539 14.43379
H -19.67090 3.32950 12.86736
O -19.51631 7.86042 11.07965
S -18.39286 8.71405 10.48943
C -19.24003 9.69322 9.20963
C -19.78623 10.94747 9.48643
C -20.62221 11.50723 8.50966
C -20.94504 10.79678 7.36036
C -20.40363 9.49579 7.17580
C -19.62919 8.89070 8.12327
P -19.16000 7.10293 8.06844
C -20.69901 6.34267 8.74322
C -21.89463 7.01223 8.88194
C -23.02348 6.27109 9.23153
C -22.93216 4.91775 9.54169
C -21.66909 4.29519 9.57250
C -20.58029 5.02042 9.11326
C -19.30134 6.48126 6.35370
C -18.13428 5.92193 5.87289
C -18.09053 5.33298 4.63459
C -19.23500 5.20272 3.85511
C -20.41563 5.80601 4.28766
C -20.45712 6.36548 5.54884
C -17.84169 9.76829 11.79368
C -17.13932 10.90983 11.52236
C -16.61793 11.67572 12.60947
C -16.74891 11.19039 13.90013
C -17.38276 9.96968 14.14101
C -17.90030 9.22683 13.11599
P -18.42771 7.50079 13.53013
C -20.15216 7.34156 13.87632
C -21.01031 8.42661 13.93334
C -22.36185 8.19081 14.19542
C -22.86298 6.93305 14.34366
C -21.99552 5.83442 14.31010
C -20.63906 6.06721 14.08542
C -17.47534 7.16052 15.06188
C -16.11814 7.40232 15.06590
C -15.41167 7.09639 16.22575
C -16.02521 6.62308 17.36565
C -17.38049 6.38759 17.31237
C -18.13035 6.63535 16.17625
H -19.55613 11.43574 10.43272
H -21.05517 12.47224 8.76426
H -21.59371 11.24365 6.60848
H -20.68322 8.93006 6.28452
H -22.00179 8.06310 8.69633
H -23.99199 6.77935 9.26380
H -23.81477 4.29942 9.75725
H -21.61361 3.22118 9.85404
H -19.63990 4.53591 9.05160
H -17.25073 5.95562 6.46644
H -17.16931 4.88415 4.36700
H -19.19934 4.58278 2.94136
H -21.31927 5.83603 3.69291
H -21.34531 6.84615 5.88181
H -17.08161 11.34530 10.49880
H -16.13725 12.61147 12.40969
H -16.39623 11.78739 14.73677
H -17.57936 9.60557 15.13577
H -20.64638 9.44357 13.76979
H -23.03589 9.01805 14.31785
H -23.91033 6.84110 14.47653
H -22.37421 4.82578 14.37780
H -19.91848 5.26903 14.02277
H -15.66700 7.90238 14.25431
H -14.33504 7.27791 16.22210
H -15.49083 6.45998 18.27698
H -17.94472 6.05198 18.18880
H -19.19010 6.44718 16.17728
C -14.25141 3.55035 8.14431
C -13.86464 4.51143 6.99618
Sb -13.39689 6.45800 7.70376
C -13.64308 8.08413 6.32118
C -13.88607 7.84732 4.83246
C -11.35059 6.33163 8.28816
C -10.52022 6.33621 6.96817
H -14.32084 2.60334 7.68517
H -15.20616 3.80219 8.59984
H -13.51927 3.53895 8.93909
H -14.61738 4.63995 6.20370
H -12.94290 4.20001 6.49233
H -12.72423 8.69287 6.51182
H -14.42371 8.64244 6.79919
H -13.02184 7.42276 4.32890
H -14.08413 8.86079 4.43922
H -14.76763 7.24741 4.64246
H -11.26813 5.47194 8.97417
H -11.12155 7.21481 8.92158
H -10.93619 5.75582 6.13823
H -9.54978 5.94140 7.19079
H -10.27592 7.34460 6.60717
```

Values from the calculation:
HOMO level: -0.530 Ha
Orbital gap: 6.362 eV
Relative energy (zero: lowest compared OMol25 entry of this formula, charge and spin): 0.0 kcal per mole
Total energy: -122622.2353 eV
Net charge: +3


> Among the records above, which one has the highest net charge?

C50H51N3OP2S3SbSn